# C3H5NO2

One molecule with the formula C3H5NO2 (the ωB97M-V functional and the def2-TZVPD basis, OMol25).

```
! wB97M-V def2-TZVPD RIJCOSX def2/J DEFGRID3
* xyz 0 1
C 0.147 1.793 0.508
C 0.093 0.303 0.720
O 0.120 -0.234 1.807
N 0.006 -0.383 -0.516
C -0.088 -1.653 -0.465
O -0.173 -2.355 -1.586
H 0.981 2.033 -0.160
H 0.251 2.316 1.458
H -0.768 2.112 -0.004
H -0.142 -1.690 -2.299
H -0.111 -2.270 0.435
*
```

**HOMO energy**: -9.99 eV
**Electronic energy**: -322.551699 a.u.
**Energy relative to the best compared isomer or geometry (same formula, charge and spin)**: 14.2 kcal/mol
**Structure (SMILES)**: CC(=O)/N=C/O
**Orbital gap**: 10.64 eV

---

# C34H60N9O6S2

A 5-piece molecular cluster, C34H60N9O6S2 overall in a non-equilibrium geometry (the ωB97M-V functional and the def2-TZVPD basis, OMol25).

```
! wB97M-V def2-TZVPD RIJCOSX def2/J DEFGRID3
* xyz 1 1
C -0.684 0.577 2.897
C -0.489 0.378 1.396
C -1.794 -0.134 0.751
C -2.497 0.911 -0.101
N -2.405 0.643 -1.561
N -1.090 0.823 -2.039
C -0.049 0.002 -2.012
N 1.018 0.531 -2.557
C 0.653 1.755 -2.972
N 1.445 2.632 -3.610
C 2.852 2.230 -3.835
C 3.635 3.177 -4.742
C 4.650 4.082 -4.018
C 6.017 3.433 -3.971
O 5.918 2.059 -3.553
C 6.018 1.905 -2.236
O 5.930 0.829 -1.694
S 0.735 4.094 -4.085
C 1.200 5.287 -2.794
C 1.331 4.664 -1.425
O 0.393 4.656 -0.650
O 2.546 4.170 -1.153
C 2.554 3.097 -0.182
C 3.990 2.676 0.011
C 4.111 1.207 0.366
O 4.692 3.565 0.877
C 4.522 3.301 2.200
O 3.527 3.622 2.799
C 5.654 2.598 2.935
S 7.278 2.682 2.100
N -0.631 1.936 -2.659
H 0.218 0.965 3.347
H -0.958 -0.367 3.347
H -1.513 1.255 3.062
H 0.311 -0.341 1.251
H -0.186 1.312 0.941
H -2.431 -0.488 1.545
H -1.527 -0.993 0.148
H -2.164 1.915 0.156
H -3.555 0.860 0.116
H -2.924 1.402 -1.992
H -0.142 -0.962 -1.564
H 3.337 2.173 -2.867
H 2.879 1.231 -4.246
H 3.008 3.752 -5.408
H 4.230 2.533 -5.375
H 4.772 4.993 -4.594
H 4.308 4.330 -3.017
H 6.502 3.468 -4.934
H 6.657 3.958 -3.273
H 6.161 2.809 -1.633
H 2.116 5.799 -3.069
H 0.403 6.011 -2.748
H 1.999 2.278 -0.607
H 2.145 3.416 0.763
H 4.455 2.797 -0.956
H 3.638 0.950 1.306
H 3.606 0.639 -0.406
H 5.152 0.919 0.319
H 5.362 1.562 3.054
H 5.794 3.059 3.897
H 6.957 2.421 0.828
H -1.209 2.741 -2.855
C -4.780 -2.369 1.443
C -6.254 -2.491 1.086
C -6.502 -2.508 -0.425
C -6.025 -1.272 -1.049
N -5.653 -0.303 -1.537
H -4.360 -1.427 1.079
H -4.649 -2.393 2.523
H -4.203 -3.190 1.017
H -6.805 -1.663 1.536
H -6.653 -3.408 1.517
H -7.567 -2.610 -0.633
H -5.986 -3.350 -0.890
C -2.297 -6.052 0.190
C -1.867 -6.575 1.557
C -3.043 -7.078 2.400
C -4.006 -6.005 2.656
N -4.757 -5.162 2.860
H -2.962 -5.192 0.284
H -1.428 -5.734 -0.387
H -2.816 -6.824 -0.381
H -1.343 -5.784 2.097
H -1.159 -7.393 1.423
H -2.689 -7.456 3.359
H -3.560 -7.891 1.890
C 7.915 -3.750 -0.538
C 6.959 -2.669 -1.031
C 6.166 -2.011 0.103
C 5.341 -2.997 0.806
N 4.687 -3.770 1.344
H 7.378 -4.571 -0.061
H 8.479 -4.168 -1.370
H 8.628 -3.344 0.183
H 6.267 -3.103 -1.755
H 7.525 -1.896 -1.553
H 5.512 -1.237 -0.296
H 6.842 -1.544 0.820
C -9.976 0.924 2.382
C -10.459 0.421 3.737
C -9.531 -0.636 4.346
C -9.435 -1.811 3.478
N -9.369 -2.734 2.801
H -9.947 0.119 1.645
H -10.646 1.693 1.999
H -8.975 1.355 2.457
H -11.462 0.006 3.631
H -10.533 1.261 4.429
H -9.904 -0.957 5.318
H -8.529 -0.228 4.489
*
```

**HOMO energy**: -11.24 eV
**Electronic energy**: -3071.840421 a.u.
**Energy relative to the best compared isomer or geometry (same formula, charge and spin)**: 0.0 kcal/mol
**Orbital gap**: 8.68 eV

---

# H2N2O2S

A 2-piece molecular cluster, H2N2O2S overall in a non-equilibrium geometry (the ωB97M-V functional and the def2-TZVPD basis, OMol25).

```
! wB97M-V def2-TZVPD RIJCOSX def2/J DEFGRID3
* xyz 0 1
N 0.807 0.502 0.039
N 1.894 0.723 0.454
O -2.304 0.598 -0.591
O -1.792 -1.590 0.173
S -1.885 -0.183 0.506
H 0.639 -0.111 -0.695
H 2.641 0.062 0.113
*
```

**HOMO energy**: -9.62 eV
**Electronic energy**: -659.289769 a.u.
**Energy relative to the best compared isomer or geometry (same formula, charge and spin)**: 8.9 kcal/mol
**Orbital gap**: 8.76 eV

---

# C21H31BrN4O2

One molecule with the formula C21H31BrN4O2 close to a stationary point (the ωB97M-V functional and the def2-TZVPD basis, OMol25).

```
! wB97M-V def2-TZVPD RIJCOSX def2/J DEFGRID3
* xyz 0 1
C 6.008 3.379 0.422
C 4.769 2.604 0.839
N 5.078 1.500 1.737
C 5.588 1.952 3.028
C 5.491 0.722 3.930
C 4.389 -0.138 3.279
C 3.918 0.678 2.070
C 3.464 -0.186 0.901
N 2.265 -0.936 1.221
C 2.273 -2.334 1.610
C 0.806 -2.596 1.993
C 0.399 -4.033 1.716
O 0.529 -4.527 0.615
N -0.135 -4.692 2.787
C -0.564 -6.042 2.814
C 0.092 -7.038 2.113
C -0.312 -8.361 2.222
C -1.369 -8.659 3.059
Br -1.930 -10.460 3.248
C -2.050 -7.678 3.760
C -1.667 -6.345 3.631
N -2.286 -5.303 4.323
C -3.538 -5.510 5.046
C -4.724 -5.757 4.116
C -3.782 -4.297 5.932
C 0.035 -1.595 1.127
C 1.031 -0.477 0.875
O 0.792 0.623 0.420
H 5.748 4.127 -0.327
H 6.464 3.901 1.264
H 6.752 2.705 -0.005
H 4.040 3.285 1.312
H 4.288 2.202 -0.053
H 6.605 2.332 2.939
H 4.957 2.769 3.423
H 6.437 0.183 3.946
H 5.255 0.999 4.957
H 4.806 -1.090 2.942
H 3.566 -0.359 3.959
H 3.067 1.318 2.364
H 3.232 0.432 0.034
H 4.263 -0.881 0.630
H 2.567 -2.977 0.774
H 2.950 -2.510 2.446
H 0.667 -2.347 3.047
H -0.163 -4.203 3.668
H 0.921 -6.773 1.475
H 0.196 -9.140 1.674
H -2.883 -7.958 4.387
H -2.303 -4.446 3.784
H -3.392 -6.378 5.693
H -5.625 -5.981 4.688
H -4.919 -4.863 3.517
H -4.538 -6.585 3.432
H -4.702 -4.417 6.503
H -2.954 -4.149 6.626
H -3.887 -3.395 5.323
H -0.219 -2.039 0.162
H -0.874 -1.212 1.584
*
```

**HOMO energy**: -8.26 eV
**Electronic energy**: -3762.387323 a.u.
**Energy relative to the best compared isomer or geometry (same formula, charge and spin)**: 0.9 kcal/mol
**Structure (SMILES)**: CCN1CCC[C@@H]1CN1C[C@H](C(=O)Nc2ccc(Br)cc2NC(C)C)CC1=O
**Orbital gap**: 8.60 eV

---

Question: What is the HOMO energy in the second record?
Answer: -11.24 eV

---

Question: Which formula does entry 3 have?
Answer: H2N2O2S